Record 1
This record from the Open Molecules 2025 dataset describes C10H16OSSi in the gas phase at a distorted geometry. The level of theory is ωB97M-V with the def2-TZVPD basis set.

## Properties
E_tot ... -1153.50456 Ha
Gap between HOMO and LUMO ... 7.93 eV
Energy above the lowest of the compared OMol25 structures with the same formula, charge and spin ... 160.0 kJ/mol
E_HOMO ... -7.812 eV
Max |F| ... 0.0498 hartree/bohr

Each line ends with the Löwdin charge.
CARTESIAN COORDINATES (ANGSTROEM)
C1 -1.2477 3.0928 -0.8010  -0.18
C2 -2.6028 3.0744 -0.8118  -0.44
C3 -0.6993 1.8199 -0.4617  -0.41
C4 -1.6446 0.8703 -0.2234  -0.41
C5 0.7923 1.6155 -0.3347  -0.38
C6 1.3031 2.2004 0.9817  -0.03
C7 -0.8360 -2.1906 2.3624  -0.17
C8 0.7347 -2.0296 -2.6123  -0.16
C9 0.5038 -1.5857 1.9387  -0.30
C10 0.8737 -2.4977 -1.1658  -0.29
O1 1.2103 0.2543 -0.4353  -0.19
Si1 0.5678 -1.1172 0.0958  0.84
S1 -3.2219 1.5054 -0.4176  0.89
H1 -0.6542 3.9641 -1.0233  0.10
H2 -3.2889 3.8706 -1.0243  0.05
H3 1.2973 2.1170 -1.1719  0.15
H4 2.3737 2.0326 1.0800  0.08
H5 0.7869 1.7271 1.8137  0.08
H6 1.1064 3.2684 1.0094  0.08
H7 -0.8118 -2.4605 3.4160  0.07
H8 -1.6394 -1.4773 2.2034  0.06
H9 -1.0579 -3.0855 1.7867  0.06
H10 -0.2758 -1.6805 -2.8050  0.07
H11 1.4184 -1.2095 -2.8138  0.07
H12 0.9589 -2.8431 -3.2999  0.07
H13 1.2978 -2.3052 2.1599  0.07
H14 0.7013 -0.7053 2.5518  0.07
H15 1.8769 -2.9089 -1.0185  0.08
H16 0.1771 -3.3164 -0.9788  0.07

Record 2
This record from the Open Molecules 2025 dataset describes 2 unconnected molecules or ions with the total composition C10H16OSi at a distorted geometry. The level of theory is ωB97M-V with the def2-TZVPD basis set.

## Properties
E_tot ... -755.14923 Ha
Gap between HOMO and LUMO (alpha / beta) ... 8.86 / 4.89 eV
Energy above the lowest of the compared OMol25 structures with the same formula, charge and spin ... 715.7 kJ/mol
E_HOMO (alpha / beta) ... -9.051 / -5.832 eV
Max |F| ... 0.0874 hartree/bohr

Each line ends with the Löwdin charge.
CARTESIAN COORDINATES (ANGSTROEM)
C1 -3.7278 0.4019 -0.7769  -0.06
C2 -2.6706 1.4372 -0.7306  -0.07
C3 -3.5186 -0.8859 -0.3287  -0.09
C4 -1.5012 0.9917 -0.2851  -0.16
C5 -2.2559 -1.2791 0.1720  -0.13
C6 -1.2513 -0.3688 0.1914  -0.34
C7 1.8201 1.3823 -0.7711  -0.12
C8 2.2839 1.1408 1.6896  -0.06
C9 1.0497 -2.6382 0.6930  -0.19
C10 1.9532 0.3351 0.4242  -0.72
O1 3.0285 -0.4558 0.1122  -0.09
Si1 0.4625 -0.8318 0.5028  0.91
H1 -4.6607 0.7136 -1.2027  0.08
H2 -2.9770 2.4652 -0.8785  0.10
H3 -4.3446 -1.5426 -0.3356  0.09
H4 -0.6865 1.6693 -0.4154  0.07
H5 -2.2325 -2.2020 0.7219  0.10
H6 1.5496 2.4225 -0.4541  0.08
H7 1.1297 1.0210 -1.6357  -0.04
H8 2.8685 1.4971 -1.3473  0.12
H9 2.5652 0.5963 2.5440  0.06
H10 1.4712 1.7903 2.0496  0.09
H11 3.0126 1.8117 1.2948  0.07
H12 0.2348 -3.2940 0.5381  0.00
H13 1.9549 -2.6815 -0.0316  0.06
H14 1.4267 -2.9801 1.6353  0.01
H15 2.9131 -0.6838 -0.8418  0.11
H16 0.1025 0.1677 -2.5338  0.12

Record 3
This record from the Open Molecules 2025 dataset describes 2 unconnected molecules or ions with the total composition C10H16Si at a distorted geometry. The level of theory is ωB97M-V with the def2-TZVPD basis set.

## Properties
E_tot ... -680.00575 Ha
Gap between HOMO and LUMO ... 7.62 eV
Energy above the lowest of the compared OMol25 structures with the same formula, charge and spin ... 391.3 kJ/mol
E_HOMO ... -8.239 eV
Max |F| ... 0.1165 hartree/bohr

Each line ends with the Löwdin charge.
CARTESIAN COORDINATES (ANGSTROEM)
C1 0.8928 0.7986 1.6644  0.00
C2 1.5474 0.7252 -0.6203  -0.05
C3 1.3512 1.4577 0.5061  -0.28
C4 0.5506 -0.5721 1.6166  -0.28
C5 1.2145 -0.6325 -0.6915  -0.21
C6 0.7285 -1.3451 0.4516  -0.01
C7 1.3870 2.9444 0.4389  -0.05
C8 0.1704 -1.3954 2.7878  -0.07
C9 1.4329 -1.3416 -2.0859  -0.03
C10 -3.3133 0.1985 -1.3037  -0.39
Si1 -2.9975 -1.5585 -2.0346  0.67
H1 0.9131 1.4021 2.5703  0.11
H2 1.7217 1.3448 -1.5202  0.13
H3 1.1667 3.4448 1.3534  0.07
H4 2.2788 3.4092 0.0510  0.08
H5 0.6729 3.2793 -0.1886  0.04
H6 0.3922 -0.8197 3.6530  0.06
H7 -0.9180 -1.6737 2.6048  0.11
H8 0.7561 -2.2922 3.0019  0.08
H9 2.1446 -2.1050 -2.0194  0.05
H10 0.4128 -1.7617 -2.2383  0.04
H11 1.6428 -0.5612 -2.7858  0.05
H12 -3.5255 0.7655 -2.1296  -0.05
H13 -4.2541 0.1580 -0.6092  0.05
H14 -2.4306 0.4806 -0.7674  -0.03
H15 0.4589 -2.3228 0.3678  0.08
H16 -4.3969 -2.0276 -2.0729  -0.21